DFT (ωB97M-V/def2-TZVPD) results for the ion C6H7NO4P with charge +1.

The value obtained for the HOMO-LUMO gap is 7.97 eV. The relative energy (zero: lowest compared OMol25 entry of this formula, charge and spin) comes out at 0.466 eV. The net charge is +1. The molar mass is 188.1 g/mol. The calculation puts the HOMO energy at -0.4836 hartree.

Geometry as XYZ:
```
19
Properties=species:S:1:pos:R:3:lowdin_charge:R:1
O 1.659 2.973 1.288 0.19
C 0.783 2.687 0.526 -0.48
O 0.274 3.539 -0.370 0.18
C 0.216 1.286 0.583 -0.07
C -0.720 0.990 1.579 0.06
C -1.206 -0.282 1.648 0.00
N -0.770 -1.225 0.789 0.10
C 0.143 -0.990 -0.177 -0.27
P 0.819 -2.332 -1.276 0.85
O 0.988 -1.582 -2.690 -0.22
O -0.433 -3.312 -1.557 -0.22
C 0.642 0.295 -0.290 0.02
H -0.414 3.118 -0.903 0.14
H -1.064 1.726 2.290 0.15
H -1.944 -0.573 2.381 0.15
H -1.145 -2.158 0.889 0.16
H 1.917 -1.327 -2.772 0.07
H -1.114 -3.358 -0.879 0.06
H 1.368 0.526 -1.057 0.13
```